# 1
The following is a DFT calculation (ωB97M-V/def2-TZVPD) of C26H35CuN4O3Si as an isolated structure in a non-equilibrium geometry.

The geometry in XYZ format:
```
70
Properties=species:S:1:pos:R:3:forces:R:3
Cu 4.956 -6.141 14.850 -0.34 0.01 -0.10
O 7.047 -8.739 21.592 0.17 0.45 0.56
C 7.045 -7.397 21.455 0.43 0.02 -0.09
O 7.406 -6.687 22.348 -0.08 -0.12 -0.05
C 6.655 -6.835 20.111 -0.37 -0.13 -0.04
C 6.389 -5.463 20.080 0.04 -0.48 -0.13
C 6.022 -4.849 18.911 -0.17 0.31 -0.54
C 5.889 -5.604 17.744 -0.27 0.11 -0.51
C 6.091 -6.975 17.767 0.41 0.40 0.43
C 6.507 -7.590 18.947 -0.15 0.09 -0.14
N 5.447 -5.043 16.485 0.24 -1.12 0.81
C 5.348 -3.802 16.316 0.15 1.28 -0.20
C 4.777 -3.265 15.067 0.07 -0.83 -0.32
C 4.724 -1.928 14.794 -0.48 0.40 -0.93
C 4.248 -1.518 13.539 0.15 0.01 0.06
C 3.896 -2.474 12.616 -0.20 -0.23 0.25
C 3.944 -3.816 12.984 0.02 -0.01 0.00
N 4.361 -4.199 14.180 0.12 0.05 0.19
H 6.496 -9.146 20.935 -0.32 -0.39 -0.59
H 6.448 -4.904 20.991 0.16 0.18 0.35
H 5.819 -3.781 18.909 0.00 -0.20 0.09
H 6.013 -7.524 16.846 -0.02 -0.16 -0.09
H 6.713 -8.656 18.890 0.05 0.14 0.25
H 5.732 -3.081 17.040 -0.24 -0.03 0.00
H 5.016 -1.202 15.508 0.32 0.48 0.62
H 4.163 -0.473 13.261 0.12 -0.05 0.26
H 3.535 -2.217 11.639 -0.04 0.15 -0.27
H 3.629 -4.583 12.279 0.17 0.03 0.24
C 2.308 -7.077 12.424 -0.18 -0.34 0.73
C 3.745 -7.414 12.195 0.11 0.12 0.07
C 4.158 -8.059 11.060 0.09 -0.09 -0.15
C 5.496 -8.436 10.985 0.61 -0.52 0.06
C 6.400 -8.176 11.989 0.55 -0.14 -0.25
C 5.964 -7.444 13.104 -0.64 -0.27 -0.09
N 4.631 -7.115 13.160 0.49 0.19 0.10
N 6.612 -7.049 14.214 0.26 0.08 -0.06
Si 8.327 -6.795 14.474 -0.71 0.47 -0.38
C 8.940 -7.594 15.988 0.06 -0.92 1.16
C 9.374 -7.422 13.105 0.06 -0.23 -0.44
C 8.540 -4.969 14.786 0.33 0.09 0.01
H 1.730 -7.019 11.511 0.06 0.06 -0.24
H 2.228 -6.141 12.973 -0.18 0.05 0.08
H 1.841 -7.869 13.041 0.19 0.37 -0.15
H 3.456 -8.302 10.279 -0.03 -0.02 -0.05
H 5.865 -9.031 10.159 -0.19 0.11 -0.20
H 7.429 -8.542 11.922 -0.56 0.24 0.00
H 8.782 -8.692 16.007 0.09 0.55 0.02
H 8.514 -7.162 16.900 -0.06 -0.15 -0.12
H 10.012 -7.410 16.081 0.13 -0.09 -0.14
H 9.286 -8.496 12.971 -0.02 -0.23 0.09
H 10.405 -7.233 13.369 0.38 0.15 0.02
H 9.173 -6.968 12.145 0.00 0.23 -0.28
H 8.120 -4.803 15.772 -0.21 0.21 0.29
H 8.016 -4.337 14.071 0.05 0.09 -0.10
H 9.591 -4.661 14.865 -0.20 -0.07 -0.20
C 2.330 -5.615 17.681 0.05 -0.74 0.56
C 2.203 -6.289 16.341 -0.04 0.19 -0.22
O 3.337 -7.047 15.935 0.09 -0.48 0.29
C 3.350 -8.430 16.395 0.61 0.84 -0.43
C 4.308 -9.194 15.521 0.60 -0.03 -0.63
H 1.417 -5.075 17.895 -0.17 0.19 0.05
H 3.173 -4.942 17.741 0.13 0.27 -0.16
H 2.469 -6.353 18.474 -0.07 0.00 0.04
H 2.087 -5.524 15.585 -0.12 0.17 -0.37
H 1.332 -6.943 16.295 -0.15 0.03 0.08
H 2.347 -8.802 16.259 -0.43 -0.27 0.20
H 3.648 -8.451 17.449 -0.17 -0.05 -0.08
H 3.980 -9.222 14.471 0.06 0.23 0.40
H 4.349 -10.226 15.821 -0.01 -0.52 0.39
H 5.355 -8.815 15.539 -0.80 -0.14 -0.01
```
Forces are in eV/Å.

- Gap between HOMO and LUMO (alpha / beta): 6.311 / 6.227 eV
- Molecular weight: 543.2 g mol⁻¹
- Spin multiplicity: 2
- Charge: +1
- Largest force on an atom: 0.0289 Eh/bohr
- Expectation value of S²: 0.75
- Highest occupied orbital energy (alpha / beta): -10.444 / -10.377 eV

Atomic partial charges in e from the Mulliken method, atoms 1 to 4: number 1, Cu, carries -1.7912; number 2, O, carries -0.4712; number 3, C, carries 0.5362; number 4, O, carries -0.5141

---

# 2
The following is a DFT calculation (ωB97M-V/def2-TZVPD) of one molecule with the formula C20H20N2O2S2.

The geometry in XYZ format:
```
46
Properties=species:S:1:pos:R:3:forces:R:3
O 1.334 -0.610 3.953 -0.19 -0.48 0.08
C 1.895 0.328 3.437 0.51 0.44 0.15
C 3.413 0.391 3.223 -0.25 -0.24 0.07
C 3.635 0.341 1.749 0.17 -0.24 -0.26
C 3.835 1.379 0.889 0.10 -0.18 0.24
C 3.864 0.980 -0.467 -0.06 -0.10 -0.22
C 3.673 -0.352 -0.620 -0.04 -0.24 0.23
S 3.458 -1.152 0.886 0.21 0.56 -0.03
N 1.255 1.422 2.956 -0.13 0.43 0.19
C -0.148 1.370 2.576 -0.02 -0.08 -0.05
C -0.222 1.040 1.107 -0.13 0.10 0.04
C -0.487 2.015 0.156 -0.01 -0.05 0.12
C -0.438 1.705 -1.192 0.02 0.01 -0.09
C -0.112 0.425 -1.601 0.01 0.06 -0.02
C 0.157 -0.561 -0.659 0.13 -0.01 0.11
C 0.364 -1.988 -1.099 -0.01 0.16 -0.06
N -0.949 -2.595 -1.243 0.23 -0.42 0.32
C -1.639 -2.482 -2.404 -0.52 -0.48 0.12
O -1.122 -2.293 -3.481 0.16 0.21 -0.35
C -3.158 -2.552 -2.208 0.33 0.09 -0.20
C -3.533 -1.209 -1.678 -0.26 0.18 0.50
C -3.812 -0.079 -2.381 -0.01 -0.27 0.04
C -3.996 1.057 -1.560 -0.04 0.15 0.15
C -3.840 0.782 -0.242 0.08 -0.27 0.19
S -3.473 -0.875 0.028 -0.27 0.24 -0.61
C 0.091 -0.247 0.689 0.00 0.05 -0.16
H 3.816 1.315 3.640 0.03 -0.01 -0.01
H 3.865 -0.466 3.723 -0.06 0.12 0.08
H 3.983 2.396 1.209 0.02 0.18 0.13
H 4.020 1.660 -1.284 0.02 0.08 -0.18
H 3.647 -0.924 -1.526 0.02 -0.09 -0.26
H 1.810 2.089 2.440 0.00 -0.20 -0.01
H -0.616 2.333 2.794 -0.04 -0.11 0.00
H -0.611 0.589 3.182 0.00 0.15 -0.02
H -0.737 3.019 0.471 -0.02 0.12 0.05
H -0.653 2.466 -1.927 -0.03 0.07 -0.08
H -0.078 0.180 -2.651 0.00 -0.04 -0.15
H 0.943 -2.554 -0.367 0.01 0.05 -0.08
H 0.848 -2.035 -2.077 0.03 -0.05 0.13
H -1.484 -2.643 -0.387 0.02 0.04 -0.18
H -3.424 -3.346 -1.511 -0.04 -0.06 -0.03
H -3.632 -2.726 -3.174 0.07 -0.06 0.08
H -3.885 -0.059 -3.454 0.02 -0.05 -0.23
H -4.232 2.034 -1.939 -0.04 0.19 -0.03
H -3.919 1.442 0.598 -0.04 0.21 0.13
H 0.292 -1.008 1.430 0.04 -0.13 0.13
```
Forces are in eV/Å.

- Gap between HOMO and LUMO: 9.311 eV
- Molecular weight: 384.5 g mol⁻¹
- Structure (SMILES): O=C(Cc1cccs1)NCc1cccc(CNC(=O)Cc2cccs2)c1
- Largest force on an atom: 0.0140 Eh/bohr
- Highest occupied orbital energy: -8.703 eV

Atomic partial charges in e from the Mulliken method, atoms 1 to 4: number 1, O, carries -0.6272; number 2, C, carries 0.5480; number 3, C, carries -1.0625; number 4, C, carries 0.3836